(1)
102
Properties=species:S:1:pos:R:3:mulliken_charge:R:1 method="wB97M-V/def2-TZVPD" de_lowest_ev=10.409 total_charge=+2 e_tot_ev=-45820.356 lumo_energy_ev=-10.4730 homo_lumo_gap_ha=0.05957 homo_energy_ev=-12.09
Y -0.39 0.46 -4.16 1.115
C -1.77 4.61 0.18 -1.077
C -2.51 3.26 0.09 0.840
C -3.96 3.24 0.50 -1.284
O -2.19 2.52 -1.06 -0.366
H -2.27 5.32 0.84 0.359
H -1.81 5.04 -0.82 0.320
H -0.69 4.51 0.32 0.316
H -2.13 2.69 0.93 0.064
H -4.66 3.54 -0.28 0.346
H -4.15 3.83 1.40 0.396
H -4.35 2.29 0.87 0.320
C 0.37 -2.41 7.99 -1.472
C 0.06 -2.39 6.45 1.548
C -1.35 -1.79 6.32 -1.450
C -1.36 -0.28 6.38 -0.488
C -0.38 0.32 5.37 -1.143
C 1.12 -0.10 5.69 1.229
N 1.15 -1.63 5.74 0.318
O 2.35 -2.18 6.01 -0.393
C 2.05 0.25 4.43 -1.787
C 1.55 0.68 6.95 -1.505
C 0.03 -3.94 5.94 -1.797
H 1.17 -1.73 8.26 0.283
H 0.80 -3.34 8.36 0.387
H -0.42 -2.00 8.63 0.367
H -1.84 -2.16 5.42 0.441
H -2.01 -2.16 7.10 0.441
H -0.97 0.05 7.34 0.279
H -2.35 0.09 6.11 0.405
H -0.50 1.40 5.43 0.439
H -0.59 0.00 4.34 0.383
H 2.08 1.34 4.33 0.413
H 3.05 -0.11 4.65 0.464
H 1.69 -0.15 3.48 0.359
H 2.62 0.93 6.96 0.387
H 1.05 1.64 7.00 0.329
H 1.32 0.16 7.88 0.334
H -0.01 -4.00 4.85 0.391
H -0.77 -4.46 6.46 0.393
H 0.97 -4.39 6.26 0.525
H 2.45 -2.82 5.31 0.394
C 3.70 2.40 -2.36 -1.746
C 4.40 3.10 -3.57 1.209
C 5.61 2.22 -3.80 -1.463
C 6.36 2.49 -5.09 -0.647
C 5.39 2.36 -6.32 -1.133
C 4.03 3.03 -6.11 1.577
N 3.44 2.79 -4.75 -0.016
O 2.18 3.43 -4.56 -0.304
C 4.13 4.60 -6.48 -1.561
C 3.07 2.52 -7.17 -1.804
C 4.71 4.57 -3.24 -1.191
H 2.74 2.78 -2.04 0.311
H 3.59 1.31 -2.30 0.386
H 4.41 2.65 -1.57 0.434
H 6.23 2.48 -2.94 0.511
H 5.40 1.19 -3.50 0.483
H 6.58 3.55 -5.16 0.316
H 7.29 1.97 -5.32 0.446
H 5.25 1.28 -6.36 0.345
H 6.07 2.65 -7.12 0.347
H 5.09 5.07 -6.26 0.329
H 3.48 5.15 -5.80 0.306
H 3.73 4.90 -7.45 0.456
H 3.45 2.85 -8.14 0.405
H 2.13 3.04 -7.03 0.401
H 2.97 1.45 -7.00 0.378
H 3.71 5.01 -3.28 0.347
H 5.14 4.72 -2.25 0.373
H 5.12 5.12 -4.08 0.300
H 2.35 4.33 -4.28 0.295
C -5.08 -4.11 -3.00 -1.521
C -4.78 -2.88 -2.13 1.365
C -5.65 -2.79 -0.78 -0.979
C -5.10 -3.89 0.17 -0.577
C -3.68 -3.44 0.57 -1.221
C -2.68 -3.51 -0.64 1.615
N -3.31 -2.75 -1.69 -0.072
O -2.46 -2.82 -2.89 -0.306
C -1.34 -2.83 -0.27 -1.896
C -2.35 -4.94 -1.02 -1.789
C -4.99 -1.63 -2.95 -1.740
H -4.73 -5.01 -2.48 0.302
H -4.62 -3.99 -3.98 0.417
H -6.11 -4.44 -3.10 0.370
H -5.48 -1.89 -0.18 0.317
H -6.64 -3.11 -1.09 0.476
H -4.94 -4.90 -0.21 0.355
H -5.90 -3.84 0.91 0.366
H -3.33 -4.11 1.36 0.401
H -3.68 -2.44 1.02 0.428
H -0.58 -2.92 -1.04 0.379
H -1.43 -1.83 0.15 0.349
H -0.88 -3.42 0.52 0.402
H -1.56 -5.00 -1.77 0.465
H -1.92 -5.37 -0.11 0.461
H -3.15 -5.61 -1.31 0.329
H -4.63 -1.78 -3.98 0.309
H -4.54 -0.72 -2.56 0.357
H -6.03 -1.44 -3.22 0.415
H -2.59 -3.71 -3.24 0.315

(2)
44
Properties=species:S:1:pos:R:3:mulliken_charge:R:1 method="wB97M-V/def2-TZVPD" de_lowest_ev=3.017 e_tot_ev=-28797.610 lumo_energy_ev=0.1677 homo_lumo_gap_ha=0.34323 homo_energy_ev=-9.17
C -3.32 -2.08 2.36 -1.044
C -3.63 -2.79 1.03 -0.640
N -3.50 -1.86 -0.10 0.387
C -4.81 -1.40 -0.63 -0.722
C -5.53 -2.36 -1.57 -1.051
C -2.40 -1.87 -0.94 0.117
C -1.07 -2.29 -0.33 1.709
C -0.03 -2.82 -1.30 0.209
C 0.97 -3.71 -0.60 0.483
C 0.67 -4.42 0.57 -0.068
C 1.62 -5.24 1.15 -0.798
C 2.89 -5.33 0.58 -0.328
C 3.23 -4.56 -0.55 -0.477
C 2.28 -3.71 -1.13 -0.649
O 0.20 -2.36 -2.40 -0.570
O -2.51 -1.65 -2.13 -0.599
H -3.34 -2.83 3.18 0.385
H -2.33 -1.60 2.34 0.215
H -4.09 -1.31 2.56 0.327
H -2.95 -3.65 0.91 0.383
H -4.65 -3.21 1.08 0.403
H -5.45 -1.20 0.24 0.411
H -4.64 -0.46 -1.15 0.358
H -6.48 -1.92 -1.92 0.390
H -4.90 -2.55 -2.44 0.277
H -5.77 -3.30 -1.06 0.284
H -1.33 -2.96 0.50 -0.939
H -0.33 -4.35 0.97 0.344
H 1.33 -5.84 2.01 0.396
H 3.62 -6.00 1.01 0.372
H 4.23 -4.62 -1.01 0.364
H 2.51 -3.09 -2.01 0.404
F -0.22 -1.40 0.32 -0.345
N -1.37 1.64 -0.26 -0.200
C -1.13 2.25 0.88 -0.163
C -0.87 3.65 0.92 -0.499
C -0.66 4.35 -0.27 -0.223
C -0.62 3.57 -1.43 -0.533
C -0.89 2.18 -1.35 -0.156
H -1.12 1.67 1.80 0.340
H -0.91 4.15 1.88 0.337
H -0.56 5.43 -0.30 0.382
H -0.44 4.01 -2.41 0.341
H -0.71 1.53 -2.22 0.385

(3)
8
Properties=species:S:1:pos:R:3:mulliken_charge:R:1 method="wB97M-V/def2-TZVPD" de_lowest_ev=1.947 e_tot_ev=-13820.291 lumo_energy_ev=-0.2764 homo_lumo_gap_ha=0.31933 homo_energy_ev=-8.97
N 1.74 0.56 0.11 -0.597
N -2.05 0.12 0.17 -0.405
N -0.90 0.31 -0.28 0.023
P 0.64 -0.52 -0.14 0.356
H 1.78 1.31 0.78 0.228
H -2.70 0.90 0.19 0.248
H 0.61 -0.94 -1.36 0.045
H 0.88 -1.72 0.53 0.102

(4)
171
Properties=species:S:1:pos:R:3:mulliken_charge:R:1 method="wB97M-V/def2-TZVPD" de_lowest_ev=3.031 e_tot_ev=-95408.028 lumo_energy_ev=0.2953 homo_lumo_gap_ha=0.29969 homo_energy_ev=-7.86
C -28.66 19.26 -13.69 -1.756
C -27.15 19.36 -14.00 1.924
C -26.53 18.06 -14.56 -0.954
C -26.78 17.69 -16.00 -0.889
C -26.28 18.87 -16.81 -1.484
C -26.97 20.21 -16.45 1.792
N -26.85 20.42 -15.01 0.423
O -27.26 21.72 -14.61 -0.508
C -26.12 21.17 -17.29 -2.074
C -28.41 20.22 -17.02 -1.761
C -26.32 19.65 -12.71 -2.194
H -29.00 18.41 -13.09 0.368
H -29.30 19.13 -14.57 0.326
H -28.97 20.24 -13.32 0.419
H -25.46 18.09 -14.39 0.165
H -26.97 17.23 -13.99 0.437
H -27.75 17.29 -16.31 0.351
H -26.20 16.83 -16.35 0.475
H -26.36 18.68 -17.88 0.479
H -25.19 18.99 -16.75 0.446
H -26.35 22.20 -17.02 0.428
H -25.05 21.13 -17.05 0.450
H -26.18 20.98 -18.36 0.401
H -28.95 21.09 -16.66 0.357
H -28.54 20.20 -18.10 0.393
H -29.00 19.36 -16.69 0.303
H -25.26 19.84 -12.87 0.415
H -26.44 18.91 -11.92 0.351
H -26.71 20.50 -12.15 0.531
H -26.41 22.13 -14.40 0.350
C -16.53 15.73 -12.91 -1.494
C -17.91 15.30 -13.34 3.885
C -18.16 15.46 -14.85 -1.396
O -18.09 16.77 -15.34 -0.122
C -18.36 16.91 -16.73 -0.816
N -18.32 13.97 -12.87 -0.454
H -16.56 16.02 -11.86 0.149
H -16.08 16.59 -13.41 0.314
H -15.80 14.91 -13.02 0.316
H -18.64 16.00 -12.93 -2.233
H -19.20 15.12 -14.93 0.430
H -17.52 14.78 -15.41 0.439
H -17.80 17.75 -17.13 0.275
H -19.40 17.15 -16.94 0.176
H -18.11 16.08 -17.40 0.354
H -17.83 13.30 -13.45 0.399
H -17.87 13.96 -11.95 0.003
C -23.67 12.54 -9.84 -1.436
C -22.71 12.78 -8.73 0.158
C -21.31 12.12 -8.81 -0.495
O -20.30 12.80 -8.11 -0.222
C -19.04 12.22 -8.01 -1.018
N -22.64 14.24 -8.57 -0.127
H -24.62 13.04 -9.65 0.260
H -23.88 11.47 -9.89 0.456
H -23.39 12.91 -10.83 0.175
H -23.14 12.40 -7.80 0.410
H -21.04 11.94 -9.86 -0.127
H -21.33 11.09 -8.45 0.680
H -18.39 12.57 -7.21 0.331
H -18.40 12.16 -8.90 0.247
H -19.06 11.13 -7.81 0.515
H -22.11 14.51 -7.75 0.336
H -22.07 14.64 -9.31 -0.523
C -27.27 16.04 -6.46 -1.545
C -26.42 15.91 -7.71 0.277
C -26.19 17.31 -8.34 0.131
O -25.84 18.24 -7.31 -0.430
C -25.26 19.44 -7.71 -0.779
N -25.06 15.51 -7.26 -0.251
H -26.72 16.56 -5.68 0.348
H -27.56 15.09 -5.99 0.416
H -28.18 16.60 -6.69 0.398
H -26.78 15.20 -8.47 0.339
H -27.12 17.58 -8.85 0.485
H -25.43 17.40 -9.12 -0.311
H -24.68 19.43 -8.63 0.157
H -24.54 19.88 -7.02 0.431
H -25.95 20.27 -7.88 0.352
H -24.35 15.20 -7.92 0.095
H -25.08 14.82 -6.53 0.263
C -19.47 16.82 -9.96 0.368
C -20.67 16.15 -10.61 4.570
C -21.14 16.89 -11.84 -1.283
O -21.76 18.14 -11.48 -0.370
C -23.15 18.05 -11.24 0.265
N -20.48 14.73 -10.92 0.054
H -19.67 17.83 -9.62 0.035
H -18.64 16.87 -10.67 -0.468
H -19.15 16.23 -9.10 -0.535
H -21.44 16.14 -9.83 -1.751
H -21.87 16.26 -12.35 0.613
H -20.27 17.14 -12.46 -0.716
H -23.65 17.47 -12.01 0.315
H -23.59 19.05 -11.23 -0.552
H -23.41 17.67 -10.24 0.369
H -20.00 14.69 -11.82 -0.237
H -19.84 14.25 -10.30 -0.298
C -18.51 19.40 -13.35 -0.288
C -17.37 20.21 -12.72 0.509
C -16.37 20.51 -13.82 -0.865
O -15.24 21.26 -13.35 -0.387
C -14.27 21.51 -14.37 -0.723
N -17.90 21.46 -12.12 -0.805
H -18.04 18.50 -13.74 -0.301
H -19.04 19.96 -14.12 0.613
H -19.12 18.95 -12.56 -0.373
H -16.89 19.68 -11.90 0.203
H -16.84 21.19 -14.54 0.342
H -15.98 19.61 -14.29 0.475
H -14.76 21.96 -15.24 0.299
H -13.77 20.57 -14.64 0.278
H -13.52 22.25 -14.10 0.273
H -18.49 21.92 -12.81 0.239
H -17.04 21.99 -12.28 0.313
C -18.21 16.51 -6.22 0.654
O -17.09 15.96 -6.22 -0.791
N -18.54 17.64 -5.58 -0.312
N -19.26 15.83 -6.73 -0.198
H -17.77 18.02 -5.05 0.223
H -19.46 18.05 -5.66 0.242
H -20.12 16.34 -6.85 0.221
H -19.10 14.98 -7.25 -0.082
C -21.88 10.19 -12.74 0.603
O -22.68 10.23 -13.66 -0.665
N -20.99 11.19 -12.48 -0.273
N -21.79 9.17 -11.87 -0.360
H -21.19 12.15 -12.69 0.080
H -20.27 11.14 -11.77 0.168
H -20.94 9.18 -11.33 0.197
H -22.35 8.34 -11.97 0.209
C -22.51 16.77 -16.56 0.851
O -22.35 17.98 -16.72 -0.713
N -22.64 15.88 -17.57 -0.462
N -22.44 16.19 -15.34 -0.209
H -22.74 16.03 -18.56 0.234
H -22.70 14.92 -17.27 0.105
H -22.63 15.21 -15.30 0.160
H -22.04 16.75 -14.60 0.064
C -20.87 20.81 -9.46 0.382
O -22.03 20.52 -9.14 -0.424
N -19.84 21.11 -8.62 -0.418
N -20.43 20.85 -10.73 0.048
H -20.21 21.39 -7.72 0.273
H -19.03 21.62 -8.93 0.195
H -21.03 20.36 -11.38 -0.064
H -19.52 21.08 -11.10 0.494
C -22.02 18.21 -7.07 -0.244
O -20.84 18.60 -7.03 -0.802
N -22.79 18.12 -5.99 -0.298
N -22.58 17.70 -8.18 2.361
H -22.46 18.59 -5.16 0.268
H -23.76 17.91 -6.17 0.085
H -22.25 18.07 -9.06 -1.572
H -23.27 16.97 -8.13 -0.267
C -24.65 22.54 -10.54 0.444
O -25.29 23.43 -11.07 -0.704
N -23.60 21.90 -11.16 -0.060
N -24.73 22.14 -9.24 -0.197
H -23.11 21.15 -10.69 -0.336
H -23.48 22.10 -12.14 0.237
H -23.93 21.64 -8.89 0.123
H -25.48 22.59 -8.74 0.239
C -16.35 14.34 -9.49 0.564
O -17.43 14.06 -10.05 -0.571
N -15.22 13.81 -9.94 -0.452
N -16.21 15.27 -8.53 -0.214
H -15.25 13.22 -10.74 0.235
H -14.34 14.06 -9.51 0.133
H -16.93 15.87 -8.19 0.105
H -15.28 15.30 -8.16 0.126

(5)
19
Properties=species:S:1:pos:R:3:mulliken_charge:R:1 method="wB97M-V/def2-TZVPD" de_lowest_ev=3.255 total_charge=+1 e_tot_ev=-10483.398 lumo_energy_ev=-6.7033 homo_lumo_gap_ha=0.29410 homo_energy_ev=-14.71
C 2.70 -0.81 0.44 -0.289
C 2.39 0.82 -0.43 -0.308
C 1.40 -0.34 -0.11 0.325
C -2.39 -0.02 0.31 -1.549
C -0.01 -0.69 -0.44 -0.650
C -0.94 0.39 0.34 0.412
O -0.73 1.70 -0.03 -0.509
O 3.59 0.32 0.22 -0.314
H 2.75 -1.11 1.51 0.312
H 3.18 -1.66 -0.18 0.294
H 2.63 1.22 -1.46 0.316
H 2.09 1.83 0.02 0.260
H -2.54 -0.80 0.95 0.451
H -3.04 0.88 0.46 0.380
H -2.71 -0.41 -0.59 0.426
H -0.32 -1.65 -0.17 0.444
H -0.33 -0.79 -1.50 0.431
H -0.64 0.34 1.37 0.237
H -1.54 2.18 -0.21 0.334

(6)
67
Properties=species:S:1:pos:R:3:mulliken_charge:R:1 method="wB97M-V/def2-TZVPD" de_lowest_ev=0.166 total_charge=+1 e_tot_ev=-65195.088 lumo_energy_ev=-2.5900 homo_lumo_gap_ha=0.26584 homo_energy_ev=-9.82
La -0.31 -0.13 -0.12 2.098
O 3.43 5.03 0.72 -0.527
C 2.76 4.05 0.63 0.393
C 1.34 3.83 1.22 -0.087
O 0.74 4.59 1.93 -0.600
C 0.95 2.48 0.77 1.059
C 1.89 1.95 -0.08 0.299
O 1.70 0.78 -0.67 -0.462
C 3.09 2.77 -0.17 -0.147
O 4.16 2.48 -0.65 -0.638
O -0.13 1.83 1.11 -0.411
N -2.53 3.42 -2.20 -0.071
C -3.21 3.62 -1.01 -0.912
C -2.96 2.52 -0.26 -0.287
N -2.16 1.64 -0.96 0.489
C -1.91 2.23 -2.11 -0.091
C -1.03 1.60 -3.10 0.061
N -0.40 0.48 -2.84 0.350
C 0.34 0.19 -3.96 -0.168
C 0.15 1.15 -4.90 -1.076
N -0.73 2.06 -4.34 -0.064
H -2.49 4.08 -2.95 0.177
H -3.77 4.51 -0.81 0.435
H -3.28 2.31 0.75 0.452
H 0.97 -0.68 -4.01 0.320
H 0.54 1.29 -5.89 0.414
H -1.08 2.89 -4.79 0.175
C 4.33 -0.37 1.65 -0.873
N 3.98 -0.95 0.36 0.238
C 4.69 -0.72 -0.80 -0.673
C 4.02 -1.31 -1.80 -0.478
N 2.88 -1.88 -1.24 0.623
C 2.86 -1.63 0.10 0.088
S 1.66 -2.07 1.25 -0.521
C 1.88 -2.52 -2.03 -0.212
C 2.26 -3.33 -3.09 -0.763
C 1.26 -3.89 -3.86 -0.623
C -0.07 -3.67 -3.52 -0.909
C -0.33 -2.88 -2.43 -0.274
N 0.62 -2.28 -1.70 0.599
H 5.40 -0.21 1.67 0.333
H 4.05 -1.07 2.44 0.389
H 3.80 0.57 1.78 0.259
H 5.58 -0.12 -0.81 0.482
H 4.21 -1.34 -2.86 0.481
H 3.30 -3.52 -3.29 0.602
H 1.52 -4.52 -4.70 0.440
H -0.88 -4.12 -4.08 0.473
H -1.35 -2.69 -2.11 0.367
C -1.45 0.37 3.40 -0.700
O -0.81 -0.59 2.54 -0.284
H -0.94 1.33 3.35 0.258
H -1.50 -0.01 4.42 0.337
H -2.47 0.48 3.03 0.181
H 0.04 -0.86 2.90 0.158
N -2.77 -4.75 2.33 -0.427
C -3.07 -3.58 1.72 0.339
C -2.13 -2.93 0.88 -0.030
N -2.44 -1.80 0.28 -0.047
C -3.66 -1.27 0.48 -0.499
C -4.55 -1.92 1.31 -0.410
N -4.27 -3.06 1.93 -0.618
H -1.83 -5.11 2.34 0.200
H -3.43 -5.13 2.99 0.254
H -1.13 -3.33 0.73 0.195
H -3.90 -0.35 -0.03 0.477
H -5.54 -1.49 1.47 0.391

(7)
11
Properties=species:S:1:pos:R:3:mulliken_charge:R:1 method="wB97M-V/def2-TZVPD" de_lowest_ev=6.807 e_tot_ev=-11614.023 lumo_energy_ev=-1.0410 homo_lumo_gap_ha=0.34479 homo_energy_ev=-10.42
C -0.08 1.99 0.04 0.108
C 0.21 -1.46 -0.17 0.589
H 0.47 1.40 -1.56 0.370
H -0.80 2.50 0.77 0.320
H -0.28 -3.30 0.08 0.313
N 0.23 2.38 -1.12 -0.498
N 0.55 0.62 0.85 0.065
N -0.83 0.03 1.19 -0.118
N -1.01 -1.14 0.62 -0.218
N 0.62 -2.68 -0.46 -0.586
O 0.91 -0.35 -0.25 -0.344

(8)
36
Properties=species:S:1:pos:R:3:mulliken_charge:R:1 method="wB97M-V/def2-TZVPD" de_lowest_ev=0.000 e_tot_ev=-299946.632 lumo_energy_ev=-1.6081 homo_lumo_gap_ha=0.22682 homo_energy_ev=-7.78
W -0.56 0.14 0.51 1.329
O 1.56 -3.31 0.36 -0.561
C 1.24 -2.17 0.28 0.233
O -0.04 -1.73 0.27 -0.833
C 2.18 -1.02 0.13 0.587
C 3.54 -1.09 -0.09 -0.614
C 4.24 0.10 -0.27 -0.234
C 3.56 1.31 -0.24 -0.671
C 2.19 1.30 -0.01 0.501
N 1.55 0.16 0.18 -0.022
C 1.27 2.49 0.04 0.493
O 1.68 3.63 -0.03 -0.670
O 0.05 2.10 0.18 -0.387
H 4.02 -2.06 -0.12 0.508
H 5.30 0.08 -0.44 0.446
H 4.05 2.26 -0.39 0.510
Se -1.94 -1.05 3.83 -0.385
Sb -2.88 -1.26 1.51 1.115
Se -0.36 0.54 2.93 -0.153
Se -3.20 -3.68 0.82 -0.252
Se -5.11 -2.42 1.43 -0.286
C -3.34 3.63 1.37 -0.850
Si -4.14 2.85 -0.13 -0.088
C -4.35 4.07 -1.52 -0.961
C -5.75 2.03 0.33 -0.912
C -2.94 1.54 -0.66 -0.531
C -1.97 0.81 -0.84 -0.014
H -4.00 4.40 1.78 0.334
H -2.39 4.09 1.12 0.289
H -3.16 2.89 2.15 0.241
H -5.02 4.88 -1.22 0.312
H -4.78 3.59 -2.40 0.315
H -3.39 4.51 -1.80 0.306
H -6.53 2.77 0.52 0.315
H -5.63 1.43 1.24 0.264
H -6.10 1.36 -0.46 0.325

(9)
17
Properties=species:S:1:pos:R:3:mulliken_charge:R:1 method="wB97M-V/def2-TZVPD" de_lowest_ev=4.626 e_tot_ev=-30446.378 lumo_energy_ev="-0.8228 / -0.8226" homo_lumo_gap_ha="0.23565 / 0.23572" homo_energy_ev="-7.24 / -7.24"
C 2.00 0.70 -0.20 -0.408
C 1.29 1.42 -1.23 -0.255
C 1.19 -0.19 0.41 0.842
C -0.64 0.25 -0.82 0.236
C 1.79 -0.87 1.51 -1.209
N 0.06 1.26 -1.53 -0.548
N -0.06 -0.37 0.22 -0.261
O -4.39 -1.30 0.71 -0.576
P -2.49 -0.07 -0.84 0.034
S -2.91 -1.44 0.71 0.188
H 3.09 0.75 0.05 0.292
H 1.69 2.23 -1.75 0.493
H 2.73 -0.40 1.90 0.339
H 1.01 -0.89 2.31 0.315
H 2.01 -1.84 1.12 0.271
H -3.54 0.83 -0.36 0.129
H -2.80 -0.07 -2.24 0.119